Molecular formula: C45H90O45
Method: DFT, ωB97M-V with the def2-TZVPD basis set

## Properties
E_HOMO ... -10.66 eV
Orbital gap ... 11.20 eV
Relative energy (zero: lowest compared OMol25 entry of this formula, charge and spin) ... 239.7 kJ/mol
E ... -5154.46973 Eh

The geometry in ORCA input format:
```
! wB97M-V def2-TZVPD RIJCOSX def2/J DEFGRID3
* xyz 0 1
C -5.953 -3.258 3.917
O -4.886 -4.200 3.881
C -3.725 -3.816 3.401
O -3.514 -2.793 2.786
O -2.889 -4.826 3.628
C -1.551 -4.847 3.159
H -5.807 -2.465 4.646
H -6.772 -3.840 4.338
H -6.236 -2.839 2.960
H -1.540 -4.706 2.083
H -1.236 -5.851 3.443
H -0.810 -4.218 3.654
C 8.081 -2.884 2.779
O 6.972 -2.017 2.698
C 7.153 -0.831 2.126
O 8.177 -0.408 1.653
O 5.998 -0.177 2.144
C 5.828 0.920 1.252
H 9.051 -2.393 2.785
H 8.168 -3.471 1.844
H 7.806 -3.720 3.418
H 5.009 1.522 1.633
H 5.431 0.497 0.324
H 6.703 1.519 1.021
C 1.155 3.581 -3.365
O 0.680 4.787 -2.790
C 0.019 5.650 -3.556
O -0.339 5.466 -4.690
O 0.013 6.814 -2.912
C -0.837 7.816 -3.421
H 1.882 3.611 -4.177
H 0.326 2.935 -3.647
H 1.683 3.069 -2.558
H -1.876 7.510 -3.565
H -0.529 8.279 -4.358
H -0.930 8.609 -2.679
C -0.144 -7.603 1.377
O 0.037 -6.255 0.990
C 1.267 -5.733 1.148
O 2.249 -6.366 1.424
O 1.175 -4.425 1.108
C 2.360 -3.657 1.317
H 0.299 -7.815 2.348
H 0.177 -8.289 0.589
H -1.215 -7.819 1.392
H 3.127 -3.932 0.598
H 2.726 -3.724 2.341
H 2.070 -2.616 1.189
C -5.788 -1.175 0.803
O -6.993 -0.432 0.764
C -7.450 0.051 1.924
O -7.073 -0.220 3.027
O -8.295 1.023 1.609
C -8.616 1.935 2.633
H -5.051 -0.706 1.452
H -5.391 -1.264 -0.208
H -5.891 -2.222 1.093
H -9.245 1.578 3.451
H -9.175 2.778 2.227
H -7.701 2.350 3.059
C 5.662 1.626 -3.060
O 5.626 2.978 -2.587
C 4.657 3.352 -1.781
O 3.883 2.593 -1.250
O 4.612 4.668 -1.738
C 3.518 5.293 -1.067
H 5.534 0.942 -2.221
H 6.664 1.429 -3.425
H 4.865 1.499 -3.783
H 2.597 5.277 -1.654
H 3.746 6.343 -0.912
H 3.228 4.789 -0.150
C -1.476 2.824 2.904
O -1.766 1.686 3.707
C -3.025 1.274 3.837
O -3.965 1.881 3.382
O -3.013 0.186 4.570
C -4.159 -0.246 5.284
H -1.875 3.791 3.205
H -1.773 2.566 1.889
H -0.400 2.988 2.862
H -4.036 -1.257 5.663
H -5.044 -0.233 4.646
H -4.359 0.379 6.156
C 6.767 4.780 5.261
O 5.357 4.669 5.257
C 4.813 3.914 4.302
O 5.404 3.210 3.529
O 3.498 3.955 4.456
C 2.699 3.047 3.721
H 7.050 5.023 6.281
H 7.188 5.540 4.599
H 7.225 3.852 4.913
H 2.401 3.422 2.744
H 1.863 2.745 4.352
H 3.195 2.081 3.588
C 2.319 -0.389 -5.862
O 1.934 -0.455 -4.491
C 2.847 -0.703 -3.578
O 4.018 -0.918 -3.793
O 2.236 -0.757 -2.391
C 3.086 -0.880 -1.260
H 2.376 0.655 -6.161
H 1.513 -0.893 -6.395
H 3.238 -0.922 -6.090
H 3.648 -1.811 -1.355
H 2.555 -0.894 -0.312
H 3.793 -0.050 -1.207
C -0.174 -3.081 -3.212
O 0.945 -3.839 -2.856
C 0.855 -5.149 -2.765
O -0.129 -5.829 -2.905
O 2.039 -5.623 -2.410
C 2.253 -6.983 -2.154
H -0.317 -2.994 -4.296
H -0.011 -2.044 -2.925
H -1.135 -3.451 -2.857
H 3.231 -7.071 -1.685
H 2.317 -7.631 -3.031
H 1.512 -7.414 -1.480
C 0.727 3.347 -7.342
O 0.725 2.389 -6.294
C -0.408 1.696 -6.204
O -1.334 1.694 -6.963
O -0.291 0.965 -5.094
C -1.379 0.133 -4.701
H 1.748 3.674 -7.539
H 0.190 4.253 -7.053
H 0.325 3.039 -8.306
H -1.405 -0.083 -3.636
H -1.264 -0.795 -5.265
H -2.334 0.586 -4.960
C -4.986 -9.694 3.053
O -5.047 -8.352 2.580
C -4.227 -8.008 1.612
O -3.547 -8.764 0.955
O -4.273 -6.701 1.474
C -3.725 -5.961 0.413
H -3.974 -9.847 3.425
H -5.147 -10.400 2.238
H -5.721 -9.923 3.817
H -3.622 -4.911 0.685
H -4.283 -6.074 -0.515
H -2.680 -6.223 0.221
C -1.841 -1.853 -0.328
O -0.683 -1.404 0.359
C -0.251 -0.161 0.155
O -0.844 0.671 -0.478
O 0.940 -0.097 0.702
C 1.608 1.152 0.622
H -1.588 -1.727 -1.379
H -2.733 -1.262 -0.123
H -2.103 -2.889 -0.140
H 0.942 1.889 1.081
H 1.752 1.473 -0.408
H 2.546 1.223 1.165
C -0.604 4.441 -0.214
O 0.692 4.623 0.363
C 0.678 5.497 1.384
O -0.286 5.847 2.009
O 1.903 5.890 1.636
C 2.185 6.893 2.606
H -1.040 5.342 -0.645
H -1.318 4.170 0.563
H -0.652 3.657 -0.958
H 1.431 7.674 2.489
H 3.184 7.300 2.503
H 2.053 6.447 3.593
C -3.856 1.690 -0.151
O -3.675 1.494 -1.535
C -3.270 2.569 -2.196
O -2.959 3.628 -1.721
O -3.414 2.323 -3.491
C -2.964 3.280 -4.423
H -4.542 2.503 0.088
H -2.925 1.875 0.384
H -4.241 0.819 0.370
H -1.884 3.447 -4.360
H -3.337 4.287 -4.208
H -3.247 3.028 -5.438
*
```